(1)
A structure of composition C43H30N7OS2Tc in a non-equilibrium geometry, computed with ωB97M-V with the def2-TZVPD basis set.

Structure (XYZ):
```
84
Properties=species:S:1:pos:R:3
Tc -0.412 0.104 -0.078
C -4.535 -1.194 -0.742
C -5.256 -0.277 0.047
C -4.561 0.632 0.803
C -3.156 0.657 0.767
N -2.465 -0.208 -0.057
C -3.164 -1.112 -0.756
C -2.344 1.521 1.569
C -2.784 2.448 2.514
C -1.858 3.154 3.261
C -0.497 2.892 3.108
C -0.094 1.975 2.151
N -1.004 1.350 1.369
C 1.268 1.604 1.836
C 2.355 1.825 2.684
C 3.614 1.413 2.309
C 3.780 0.871 1.030
C 2.668 0.674 0.244
N 1.421 0.945 0.644
H -5.041 -1.946 -1.326
H -6.333 -0.306 0.065
H -5.082 1.329 1.440
H -2.584 -1.790 -1.373
H -3.838 2.614 2.664
H -2.190 3.885 3.978
H 0.227 3.409 3.715
H 2.188 2.276 3.649
H 4.454 1.513 2.977
H 4.753 0.590 0.664
H 2.770 0.281 -0.755
S -0.044 -1.661 1.490
C 0.423 -3.053 0.566
C 0.775 -4.215 1.258
C 1.178 -5.351 0.578
C 1.575 -6.506 1.297
N 1.896 -7.431 1.889
C 1.214 -5.357 -0.831
C 0.856 -4.208 -1.528
C 0.497 -3.067 -0.834
S 0.188 -1.579 -1.764
C 1.653 -6.501 -1.534
N 2.033 -7.412 -2.115
H 0.756 -4.210 2.337
H 0.889 -4.196 -2.608
N -4.645 2.377 -3.026
C -3.580 2.947 -3.636
O -3.630 3.442 -4.735
C -2.299 2.905 -2.854
C -1.455 4.014 -2.886
C -0.255 3.932 -2.200
C 0.042 2.786 -1.489
N -0.763 1.712 -1.450
C -1.898 1.779 -2.159
H -5.531 2.431 -3.503
H -4.646 2.116 -2.057
H -1.752 4.892 -3.437
H 0.442 4.754 -2.203
H 0.965 2.718 -0.933
H -2.503 0.884 -2.193
C 4.807 2.592 -4.557
C 3.478 2.756 -4.912
C 2.537 1.841 -4.489
C 2.902 0.740 -3.706
C 4.250 0.566 -3.386
C 5.190 1.487 -3.811
C 1.815 -0.067 -3.186
C 1.825 -1.191 -2.459
C 2.900 -2.145 -2.182
C 3.473 -2.863 -3.231
C 4.449 -3.809 -2.972
C 4.853 -4.060 -1.670
C 4.282 -3.357 -0.623
C 3.306 -2.413 -0.874
H 5.539 3.328 -4.851
H 3.173 3.604 -5.507
H 1.499 1.972 -4.759
H 4.559 -0.280 -2.788
H 6.230 1.352 -3.556
H 0.843 0.395 -3.338
H 3.150 -2.678 -4.244
H 4.900 -4.346 -3.789
H 5.608 -4.802 -1.473
H 4.597 -3.542 0.393
H 2.872 -1.868 -0.048
```

Results
HOMO energy (spin up / spin down) ... -8.20 / -10.82 eV
Multiplicity ... 4
⟨S²⟩ ... 3.781
Charge ... +1



(2)
The ion C6H11N with charge +1 in a non-equilibrium geometry, computed with ωB97M-V with the def2-TZVPD basis set.

Structure (XYZ):
```
18
Properties=species:S:1:pos:R:3
C 1.105 -1.578 1.057
C 0.413 -0.473 0.308
C 1.134 0.232 -0.632
N 1.858 -0.473 -1.590
C -0.927 -0.155 0.875
C -1.845 0.692 0.016
C -2.168 1.990 -0.065
H 0.475 -2.175 1.745
H 1.953 -1.321 1.691
H 1.474 -2.372 0.393
H 1.153 1.317 -0.721
H 2.597 0.087 -2.005
H 2.188 -1.271 -1.052
H -1.451 -1.105 0.975
H -0.937 0.218 1.899
H -2.489 0.098 -0.645
H -2.430 2.503 -0.992
H -2.346 2.701 0.750
```

Results
HOMO energy (spin up / spin down) ... -12.77 / -12.75 eV
Multiplicity ... 2
⟨S²⟩ ... 0.755
Charge ... +1



(3)
The ion C5H10N3O2 with charge +1 in a non-equilibrium geometry, computed with ωB97M-V with the def2-TZVPD basis set.

Structure (XYZ):
```
20
Properties=species:S:1:pos:R:3
C -0.902 1.501 -0.320
C -1.760 0.408 -0.144
C 0.280 -0.495 -0.586
C -1.541 -2.046 0.307
C 1.453 1.648 0.507
N -1.029 -0.759 -0.046
N -3.271 0.439 0.009
N 0.483 0.996 -0.477
O -3.802 1.479 0.309
O -3.827 -0.635 -0.235
H -1.123 2.417 -0.707
H 1.038 -1.041 0.030
H 0.321 -0.693 -1.631
H -2.221 -1.877 1.194
H -2.320 -2.282 -0.354
H -0.809 -2.796 0.586
H 2.621 1.554 0.251
H 1.108 2.673 0.477
H 1.149 1.192 1.537
H 0.917 1.210 -1.430
```

Results
HOMO energy ... -13.08 eV
Charge ... +1
Structure (SMILES) ... CN1C[N@H+](C)C=C1[N+](=O)[O-]



(4)
An isolated molecule of C16H24N2OS, computed with ωB97M-V with the def2-TZVPD basis set.

Structure (XYZ):
```
44
Properties=species:S:1:pos:R:3
C -5.845 -0.029 1.105
H -6.126 -0.091 0.056
H -6.657 -0.437 1.702
H -5.720 1.018 1.370
C -4.559 -0.818 1.376
N -3.384 -0.411 0.638
C -2.897 0.931 0.891
C -3.321 1.811 -0.302
H -4.209 2.391 -0.053
H -2.535 2.516 -0.575
C -3.625 0.816 -1.431
H -2.966 0.954 -2.288
H -4.648 0.937 -1.786
C -3.437 -0.586 -0.803
C -2.160 -1.288 -1.306
N -0.958 -0.522 -1.104
C 0.069 -0.958 -0.336
O 0.099 -2.068 0.160
C 1.166 0.032 -0.179
C 0.994 1.385 -0.144
S 2.467 2.235 0.107
C 3.352 0.743 0.154
C 2.536 -0.334 0.004
C 3.066 -1.733 0.002
C 4.472 -1.776 0.596
C 5.348 -0.690 -0.025
C 4.825 0.694 0.363
H 5.318 1.472 -0.226
H 5.050 0.893 1.416
H 6.382 -0.797 0.308
H 5.331 -0.793 -1.112
H 4.913 -2.759 0.422
H 4.417 -1.617 1.675
H 2.383 -2.375 0.559
H 3.085 -2.100 -1.030
H 0.087 1.954 -0.206
H -0.928 0.409 -1.484
H -2.278 -1.516 -2.372
H -2.022 -2.219 -0.751
H -4.268 -1.248 -1.064
H -1.805 0.889 0.965
H -3.279 1.307 1.840
H -4.309 -0.747 2.438
H -4.729 -1.875 1.149
```

Results
HOMO energy ... -8.22 eV
Charge ... 0
Structure (SMILES) ... CCN1CCC[C@H]1CNC(=O)c1csc2c1CCCC2



(5)
A cluster of 2 separate species, C6H14IN2O in total in a non-equilibrium geometry, computed with ωB97M-V with the def2-TZVPD basis set.

Structure (XYZ):
```
24
Properties=species:S:1:pos:R:3
C -0.988 -0.188 1.546
C -1.377 -0.137 -0.833
C -0.085 1.038 1.382
C -0.554 1.146 -1.003
C 0.549 -2.410 -1.004
C 0.165 -1.779 0.132
N -0.945 -0.971 0.307
N -0.526 1.961 0.243
O 0.847 -1.980 1.314
I 3.502 0.097 -0.542
H -0.408 -0.878 2.330
H -2.064 -0.147 1.691
H -2.351 0.065 -0.496
H -1.463 -0.532 -1.828
H 0.019 1.721 2.189
H 0.981 0.886 1.200
H 0.444 0.952 -1.115
H -0.773 1.846 -1.882
H 5.018 0.536 -0.371
H 1.266 -3.118 -1.040
H 0.165 -2.342 -1.916
H -1.431 2.256 0.530
H 0.058 2.736 0.091
H 1.699 -2.180 0.951
```

Results
HOMO energy ... -11.64 eV
Charge ... +1



(6)
A cluster of 2 separate species, C4H5NO in total in a non-equilibrium geometry, computed with ωB97M-V with the def2-TZVPD basis set.

Structure (XYZ):
```
11
Properties=species:S:1:pos:R:3
C 1.173 -0.811 0.290
C 0.711 0.562 -0.136
C 0.163 0.725 -1.319
O -0.390 0.804 -2.344
C -2.103 0.287 0.578
N -2.064 -0.474 1.444
H 1.033 -0.950 1.364
H 0.597 -1.593 -0.212
H 2.231 -0.951 0.048
H 0.775 1.422 0.521
H -2.124 0.980 -0.237
```

Results
HOMO energy ... -9.08 eV
Charge ... 0
Structure (SMILES) ... CC=C=O.C#N



(7)
A cluster of 3 separate species, C23H47FN3O6PS in total in a non-equilibrium geometry, computed with ωB97M-V with the def2-TZVPD basis set.

Structure (XYZ):
```
82
Properties=species:S:1:pos:R:3
C 1.988 -0.677 1.273
O 0.644 -1.252 1.431
C -0.074 -0.699 2.587
P -1.997 -0.576 2.314
N -2.893 -1.170 3.739
C -2.960 0.061 4.668
C -2.207 -2.305 4.453
C -1.411 -3.571 3.789
O -2.299 -2.301 5.813
S -2.599 -1.859 0.649
O -3.145 -3.233 1.107
O -3.835 -1.107 0.015
F -1.426 -1.944 -0.599
H 2.759 -1.349 1.862
H 2.280 -0.795 0.128
H 2.063 0.470 1.538
H 0.266 0.430 2.777
H 0.217 -1.282 3.558
H -3.679 -0.090 5.580
H -3.379 1.008 4.073
H -1.858 0.380 4.995
H -1.001 -3.349 2.689
H -1.986 -4.599 3.851
H -0.423 -3.725 4.442
C 6.734 -1.413 -2.620
C 7.037 -1.272 -1.105
C 8.437 -1.854 -0.778
C 8.479 -3.376 -0.739
C 7.408 -3.919 0.200
C 5.986 -3.405 -0.142
N 5.932 -1.909 -0.311
O 5.961 -1.341 0.977
C 5.484 -4.114 -1.431
C 5.000 -3.924 0.957
C 7.121 0.280 -0.914
H 6.695 -2.439 -2.978
H 5.782 -0.934 -2.876
H 7.514 -0.927 -3.219
H 8.772 -1.481 0.200
H 9.176 -1.496 -1.506
H 8.357 -3.782 -1.748
H 9.467 -3.703 -0.393
H 7.432 -5.015 0.170
H 7.672 -3.638 1.229
H 4.598 -3.613 -1.840
H 5.196 -5.153 -1.227
H 6.240 -4.185 -2.215
H 5.286 -3.606 1.967
H 4.980 -5.020 0.984
H 3.976 -3.580 0.763
H 6.151 0.758 -1.093
H 7.839 0.722 -1.618
H 7.464 0.563 0.088
C -7.976 3.827 -1.972
C -6.658 4.642 -1.909
C -5.824 4.422 -3.199
C -5.102 3.083 -3.246
C -4.262 2.881 -1.990
C -5.082 3.031 -0.683
N -5.909 4.290 -0.655
O -5.035 5.358 -0.375
C -5.990 1.783 -0.505
C -4.095 2.930 0.528
C -7.168 6.123 -1.931
H -7.837 2.750 -2.029
H -8.609 4.036 -1.102
H -8.554 4.091 -2.866
H -5.071 5.217 -3.292
H -6.466 4.512 -4.085
H -5.824 2.269 -3.369
H -4.452 3.052 -4.128
H -3.793 1.890 -2.032
H -3.437 3.608 -2.002
H -6.753 1.953 0.266
H -5.407 0.909 -0.187
H -6.485 1.466 -1.425
H -3.300 3.684 0.491
H -3.586 1.960 0.543
H -4.629 3.037 1.481
H -7.737 6.363 -1.025
H -7.830 6.296 -2.789
H -6.352 6.849 -2.026
```

Results
HOMO energy (spin up / spin down) ... -8.90 / -9.46 eV
Multiplicity ... 3
⟨S²⟩ ... 2.010
Charge ... 0



(8)
An isolated molecule of C7H8O in a non-equilibrium geometry, computed with ωB97M-V with the def2-TZVPD basis set.

Structure (XYZ):
```
16
Properties=species:S:1:pos:R:3
C -0.500 0.175 -0.495
C 0.487 -0.220 0.565
C 0.976 0.313 -0.586
C -1.765 0.158 -0.870
C 0.783 -0.570 1.800
C -2.260 0.645 -2.167
C 2.271 -0.528 2.114
O 1.906 0.472 -1.331
H -2.580 -0.151 -0.288
H 0.273 -0.988 2.604
H -2.816 1.618 -2.264
H -2.968 -0.074 -2.519
H -1.383 0.659 -2.911
H 2.610 -1.483 1.750
H 2.299 -0.349 3.134
H 2.666 0.324 1.465
```

Results
HOMO energy ... -9.05 eV
Charge ... 0
Structure (SMILES) ... C/C=c1\c(=O)\c1=C/C



Number 1: total energy -2992.18585 a.u.. Number 2: total energy -289.57895 a.u.. Number 3: total energy -510.81328 a.u.. Number 4: total energy -1207.03756 a.u.. Number 5: total energy -719.13122 a.u.. Number 6: total energy -285.34571 a.u.. Number 7: total energy -2359.28706 a.u.. Number 8: total energy -346.60856 a.u..